Formula: C25H20N7O8S2Ti
Source: the Open Molecules 2025 dataset
Level of theory: ωB97M-V with the def2-TZVPD basis set

Total charge = -1
Multiplicity = 3
Relative energy (zero: lowest compared OMol25 entry of this formula, charge and spin) = 3.8 kcal/mol
Highest occupied orbital energy (spin up / spin down) = -3.286 / -4.914 eV

Each line ends with the Mulliken spin population.
Geometry (Å):
1 Ti -0.2905 0.0531 -0.5579  1.030
2 C 5.4501 -0.3870 0.6959  0.000
3 S 4.2234 -1.3931 -0.1540  0.001
4 C 2.7421 -1.1317 0.8281  0.001
5 S 2.6855 -0.0010 2.0859  0.006
6 N 1.8063 -1.9136 0.3700  0.004
7 N 0.5301 -1.6710 0.8338  0.022
8 C -0.0844 -2.6927 1.2801  0.010
9 C -1.4905 -2.6460 1.7348  -0.009
10 C -2.3687 -3.6475 1.3276  0.002
11 C -3.6817 -3.6001 1.7573  0.006
12 C -4.0722 -2.5633 2.5897  -0.001
13 C -3.1284 -1.6152 2.9456  -0.001
14 N -1.8616 -1.6502 2.5399  0.003
15 H 6.3886 -0.5597 0.1673  0.000
16 H 5.5385 -0.6997 1.7334  0.000
17 H 5.1877 0.6669 0.6648  0.000
18 H 0.4379 -3.6481 1.3096  0.000
19 H -2.0215 -4.4258 0.6613  0.003
20 H -4.3936 -4.3478 1.4323  0.001
21 H -5.0921 -2.4756 2.9373  0.004
22 H -3.3986 -0.7797 3.5827  0.000
23 O -0.5275 -1.3710 -1.8642  0.083
24 C -1.6386 -1.9630 -2.2155  0.474
25 C -2.9165 -1.7343 -1.6610  -0.005
26 C -4.0214 -2.4578 -2.1497  0.093
27 C -5.2921 -2.2266 -1.6636  -0.049
28 C -5.5468 -1.2630 -0.6894  0.182
29 C -4.4708 -0.5620 -0.1750  -0.060
30 C -3.1557 -0.7951 -0.5925  0.112
31 O -2.1760 -0.1764 0.0160  0.014
32 N -6.4029 -3.0087 -2.1935  -0.001
33 O -7.5230 -2.7823 -1.7640  -0.007
34 O -6.1742 -3.8361 -3.0594  -0.012
35 H -1.5524 -2.7170 -2.9993  0.017
36 H -3.8761 -3.2011 -2.9217  0.001
37 H -6.5571 -1.0905 -0.3521  0.017
38 H -4.6138 0.1776 0.6033  -0.003
39 O 1.5190 0.5255 -1.2931  -0.014
40 C 1.8923 1.1364 -2.2902  0.039
41 C 1.0464 1.9547 -3.1091  0.031
42 C 1.6066 2.6000 -4.2139  0.005
43 C 0.8229 3.4094 -4.9934  -0.001
44 C -0.5381 3.5998 -4.6896  0.011
45 C -1.0997 2.9845 -3.6119  -0.005
46 C -0.3333 2.1248 -2.7669  0.003
47 O -0.8735 1.5623 -1.7593  0.007
48 N 1.4024 4.0833 -6.1444  0.000
49 O 2.5884 3.9168 -6.3694  0.000
50 O 0.6725 4.7857 -6.8222  -0.001
51 H 2.9508 1.0761 -2.5791  0.000
52 H 2.6533 2.4616 -4.4514  0.000
53 H -1.1208 4.2439 -5.3329  0.001
54 H -2.1443 3.1188 -3.3654  0.000
55 N -0.6643 0.9924 2.3969  0.013
56 C -0.7457 1.9834 3.2891  0.013
57 C -0.3344 3.1410 2.6580  -0.005
58 C -0.0227 2.7291 1.3565  0.025
59 N -0.2224 1.4264 1.2175  -0.063
60 H -0.8996 0.0015 2.5245  0.002
61 H -1.0775 1.8014 4.2968  0.001
62 H -0.2683 4.1293 3.0758  0.000
63 H 0.3409 3.3139 0.5274  0.002

Forces on atoms 1 to 2 (eV/Å):
Ti -0.99 -0.40 0.45
C -0.07 -0.09 -0.01



Formula: C34H39N5O3P2STc
Source: the Open Molecules 2025 dataset
Level of theory: ωB97M-V with the def2-TZVPD basis set

Total charge = +2
Multiplicity = 4
Highest occupied orbital energy (spin up / spin down) = -13.220 / -13.213 eV

Each line ends with the Mulliken spin population.
Geometry (Å):
1 Tc 0.3534 0.9668 -1.0016  1.912
2 C -1.2588 1.3888 -3.1355  -0.044
3 C -0.9922 0.0816 -3.3871  0.032
4 C 0.0990 -0.3634 -4.3092  -0.009
5 C 1.3412 0.5016 -4.1216  0.032
6 C 1.5518 0.9252 -2.6500  -0.286
7 C 1.2020 2.2792 -2.1473  0.249
8 C 0.3666 3.2238 -2.9400  -0.009
9 C -0.6977 2.5727 -3.8654  0.002
10 C 1.3888 1.3971 1.1080  -0.065
11 H -2.2440 1.6030 -2.7290  0.010
12 H -1.8014 -0.6484 -3.2387  0.004
13 H -0.2218 -0.3725 -5.3658  0.001
14 H 0.3749 -1.4028 -4.1111  0.001
15 H 2.2215 -0.0733 -4.4451  0.000
16 H 1.3564 1.3694 -4.7905  -0.007
17 H 2.6169 0.7081 -2.5201  -0.001
18 H 1.9985 2.8002 -1.5970  0.037
19 H 1.1043 3.8087 -3.5059  0.006
20 H -0.1801 3.9006 -2.2623  0.006
21 H -1.5044 3.3053 -4.0814  0.001
22 H -0.2507 2.3195 -4.8373  0.000
23 H 1.0169 2.4296 1.2994  -0.011
24 H 2.4520 1.4565 1.4183  0.024
25 H 0.9722 0.8591 1.9775  0.006
26 P 1.8588 -0.5933 -0.1975  -0.103
27 P -1.3884 -0.5012 -0.2319  0.018
28 N 3.5297 0.0876 -0.6160  -0.013
29 N 2.5940 -1.6917 1.0354  0.003
30 N -3.0296 0.4701 -0.9029  0.012
31 N -2.5924 -1.7461 0.5374  -0.058
32 C 1.0741 -1.8217 -1.3639  0.065
33 C -0.4777 -1.9253 -1.2399  0.041
34 C 3.8387 1.4607 -0.5838  0.027
35 C 5.0470 1.6544 -1.2256  -0.008
36 C 5.5558 0.3686 -1.5801  0.007
37 C 4.6186 -0.5811 -1.1834  -0.006
38 C 3.6243 -1.2931 1.8853  0.003
39 C 4.1820 -2.4167 2.4677  -0.001
40 C 3.4720 -3.5583 1.9762  0.001
41 C 2.5168 -3.0851 1.0947  -0.001
42 C -3.0658 1.8622 -0.7679  0.002
43 C -4.2504 2.3780 -1.3275  -0.001
44 C -5.0122 1.2606 -1.7637  0.006
45 C -4.2362 0.1151 -1.5061  0.002
46 C -3.9185 -1.6334 0.9348  0.285
47 C -4.2080 -2.6467 1.8546  0.196
48 C -2.9974 -3.3639 2.0754  0.033
49 C -2.0253 -2.7935 1.2637  0.317
50 H 1.5428 -2.8027 -1.2142  -0.001
51 H 1.3432 -1.4890 -2.3852  0.015
52 H -0.9155 -1.9171 -2.2491  0.009
53 H -0.7809 -2.8737 -0.7983  0.003
54 H 3.1946 2.2027 -0.1215  -0.004
55 H 5.4755 2.6296 -1.3767  0.000
56 H 6.5029 0.1830 -2.0565  0.000
57 H 4.6321 -1.6643 -1.2412  0.000
58 H 3.8506 -0.2463 1.9893  0.001
59 H 5.0050 -2.4018 3.1599  0.000
60 H 3.6362 -4.5923 2.2386  0.000
61 H 1.7629 -3.5996 0.5293  0.001
62 H -2.2121 2.4446 -0.4419  0.002
63 H -4.5223 3.4329 -1.3683  0.000
64 H -6.0001 1.2626 -2.2162  0.000
65 H -4.5078 -0.9218 -1.6733  -0.011
66 H -4.5851 -0.8866 0.5233  0.045
67 H -5.1808 -2.8186 2.2946  0.002
68 H -2.8215 -4.1904 2.7489  0.000
69 H -1.0001 -3.0843 1.0986  0.126
70 O 0.1723 -1.8689 2.4199  0.019
71 C -0.4675 -0.8313 2.6089  0.007
72 N -1.0739 -0.0728 1.5957  0.062
73 S -1.9057 1.2937 2.1612  -0.016
74 O -1.2961 2.5231 1.7145  0.004
75 O -3.3022 1.0350 1.9420  0.006
76 C -1.4379 0.9623 3.8111  0.007
77 C -1.9418 1.6064 4.9392  -0.004
78 C -1.6967 1.0344 6.2066  0.003
79 C -0.9567 -0.1649 6.3000  0.001
80 C -0.4417 -0.7857 5.1637  -0.001
81 C -0.6939 -0.2012 3.9174  0.003
82 H -2.5523 2.5035 4.7886  0.000
83 H -2.1406 1.5283 7.0906  0.000
84 H -0.8033 -0.5715 7.2952  0.000
85 H 0.1438 -1.7001 5.2089  0.000

Forces on atoms 1 to 2 (eV/Å):
Tc -1.85 -1.51 4.18
C -1.34 -0.10 -0.99



Formula: C5H7NO4S
Source: the Open Molecules 2025 dataset
Level of theory: ωB97M-V with the def2-TZVPD basis set

Relative energy (zero: lowest compared OMol25 entry of this formula, charge and spin) = 56.1 kcal/mol
Highest occupied orbital energy = -10.471 eV

Each line ends with the Löwdin charge.
Geometry (Å):
1 C -0.1987 1.3666 -2.1312  0.139
2 C -1.8373 -1.7144 0.5210  -0.470
3 C 0.5597 1.3117 -1.1932  -0.137
4 C 0.5028 2.1113 1.1201  -0.015
5 C 1.1942 1.1514 0.0735  -0.379
6 N -2.3962 -2.7267 0.1989  0.203
7 O -1.4743 -0.7439 1.0210  0.140
8 O -0.5038 -1.5833 -1.3083  -0.450
9 O 0.9358 -2.7519 0.3616  -0.399
10 O 1.0935 -0.2532 0.4994  -0.200
11 S 0.8517 -1.9068 -0.7840  0.922
12 H -0.5646 1.1552 -3.1440  0.062
13 H 0.8644 3.1728 0.9807  0.110
14 H 0.8010 1.7256 2.1467  0.106
15 H -0.5206 1.9330 1.0753  0.048
16 H 2.3210 1.3808 -0.0596  0.175
17 H -1.8465 -3.3439 -0.3593  0.074
18 H 0.2179 -0.2843 0.9814  0.071

Forces on atoms 1 to 2 (eV/Å):
C 0.75 -0.66 -1.04
C -1.12 -1.23 0.25



Formula: C21H27N3O5S
Source: the Open Molecules 2025 dataset
Level of theory: ωB97M-V with the def2-TZVPD basis set

Relative energy (zero: lowest compared OMol25 entry of this formula, charge and spin) = 93.6 kcal/mol
Highest occupied orbital energy = -7.266 eV

Each line ends with the Löwdin charge.
Geometry (Å):
1 C -0.2881 -4.1167 1.5067  -0.059
2 C -0.2849 -4.2021 -0.0162  -0.242
3 O 0.4125 -3.1323 -0.6201  -0.067
4 C -0.1395 -1.8716 -0.6070  -0.201
5 C -1.4458 -1.5639 -0.2796  0.047
6 C -1.9381 -0.2577 -0.3230  -0.152
7 C -1.0654 0.7767 -0.7091  -0.183
8 C 0.2548 0.4739 -1.0135  0.065
9 C 0.7249 -0.8293 -0.9739  -0.138
10 N 2.0438 -1.1772 -1.2831  0.137
11 C 3.0882 -0.3770 -1.5950  -0.541
12 O 3.0443 0.8320 -1.7038  0.075
13 C 4.3898 -1.1486 -1.7260  -0.335
14 H 5.1880 -0.5117 -2.1083  0.076
15 H 4.2915 -2.0533 -2.3218  0.084
16 S 4.8553 -1.7004 -0.0412  0.985
17 C 4.7724 -0.1241 0.7517  -0.493
18 C 3.8914 0.1234 1.7835  -0.072
19 C 3.8298 1.3804 2.3574  -0.070
20 C 4.6637 2.3682 1.8515  -0.049
21 C 5.5308 2.0759 0.8283  -0.008
22 N 5.6139 0.8404 0.2852  -0.247
23 O 6.4379 0.5938 -0.6269  -0.083
24 H 6.2043 2.8003 0.3970  0.137
25 H 4.6427 3.3698 2.2503  0.109
26 H 3.1427 1.5869 3.1609  0.104
27 H 3.2533 -0.6804 2.1145  0.110
28 H 2.2167 -2.1698 -1.1816  0.132
29 H 0.9451 1.2427 -1.3117  0.093
30 O -1.5739 2.0430 -0.7900  -0.080
31 C -0.7119 3.1085 -1.1392  -0.250
32 C -1.5381 4.3857 -1.1199  -0.062
33 H -1.9534 4.5473 -0.1286  0.076
34 H -2.3571 4.3090 -1.8298  0.078
35 H -0.9129 5.2324 -1.3879  0.075
36 H 0.1156 3.1786 -0.4203  0.129
37 H -0.2919 2.9444 -2.1404  0.130
38 N -3.2693 -0.0767 0.0671  -0.099
39 C -4.3065 -0.7105 -0.7248  -0.137
40 C -5.5335 -0.9258 0.1636  -0.197
41 H -6.3646 -1.3366 -0.4125  0.124
42 O -5.9902 0.2919 0.7031  -0.132
43 C -4.9700 0.9237 1.4426  -0.191
44 C -3.7319 1.1948 0.5812  -0.146
45 H -2.9523 1.6426 1.1953  0.132
46 H -4.0006 1.8926 -0.2247  0.128
47 H -5.3961 1.8585 1.8104  0.124
48 H -4.6851 0.2900 2.2969  0.126
49 H -5.2740 -1.6198 0.9786  0.126
50 H -3.9523 -1.6644 -1.1146  0.120
51 H -4.5924 -0.0674 -1.5741  0.134
52 H -2.1303 -2.3369 0.0300  0.113
53 H -1.3077 -4.2672 -0.4064  0.116
54 H 0.2616 -5.0927 -0.3394  0.124
55 H -0.7974 -4.9822 1.9211  0.078
56 H -0.7938 -3.2136 1.8398  0.069
57 H 0.7338 -4.0972 1.8777  0.079

Forces on atoms 1 to 2 (eV/Å):
C 0.05 0.13 -0.40
C -0.12 -0.33 0.32



Formula: C5H8O
Source: the Open Molecules 2025 dataset
Level of theory: ωB97M-V with the def2-TZVPD basis set

Relative energy (zero: lowest compared OMol25 entry of this formula, charge and spin) = 49.3 kcal/mol
Highest occupied orbital energy = -9.601 eV

Each line ends with the Löwdin charge.
Geometry (Å):
1 O -2.1951 -0.2214 -0.1069  -0.037
2 C -0.9769 -0.2233 0.6304  -0.340
3 C -0.2293 1.1299 0.5433  -0.082
4 C 0.5965 0.5354 -0.6054  -0.209
5 C 1.5096 -0.5046 -0.0595  -0.091
6 C 0.0700 -0.8727 -0.2647  -0.177
7 H -1.9629 -0.4007 -1.0319  0.090
8 H -1.2003 -0.6117 1.6311  0.141
9 H -0.8781 1.9798 0.3207  0.113
10 H 0.3909 1.3714 1.4176  0.110
11 H 0.7484 0.9953 -1.5761  0.130
12 H 2.1437 -0.9403 -0.8285  0.107
13 H 1.9857 -0.4076 0.9174  0.109
14 H -0.2107 -1.7089 -0.9069  0.136

Forces on atoms 1 to 2 (eV/Å):
O 0.01 0.04 0.01
C 0.12 -0.05 0.26



Formula: C3H8O
Source: the Open Molecules 2025 dataset
Level of theory: ωB97M-V with the def2-TZVPD basis set

Relative energy (zero: lowest compared OMol25 entry of this formula, charge and spin) = 13.1 kcal/mol
Highest occupied orbital energy = -9.806 eV

Each line ends with the Löwdin charge.
Geometry (Å):
1 C -1.7863 0.1526 -0.0008  -0.077
2 C -0.3730 -0.3293 -0.2788  -0.312
3 O 0.5324 0.6916 0.0754  -0.202
4 C 1.8432 0.2134 0.2144  -0.132
5 H -2.1430 0.8423 -0.7707  0.073
6 H -2.4779 -0.6938 0.0558  0.073
7 H -1.7993 0.6753 0.9600  0.078
8 H -0.2434 -0.5978 -1.3413  0.120
9 H -0.1613 -1.2366 0.3111  0.114
10 H 1.9181 -0.5124 1.0408  0.088
11 H 2.2062 -0.2749 -0.7040  0.088
12 H 2.4842 1.0696 0.4381  0.087

Forces on atoms 1 to 2 (eV/Å):
C -0.02 0.01 0.00
C -0.21 -0.22 -0.04